Computed, not measured: C27H24MnN3OS as an isolated structure, with wB97M-V/def2-TZVPD.

Geometry as XYZ:
```
57
Properties=species:S:1:pos:R:3:mulliken_charge:R:1
Mn -1.26 1.10 0.05 -0.015
C -3.56 1.41 -0.12 -1.055
C -3.35 0.25 0.64 0.204
C -2.57 0.32 1.81 -0.727
C -2.02 1.54 2.22 0.074
C -2.26 2.70 1.48 -0.859
C -3.00 2.64 0.29 0.045
H -4.14 1.37 -1.03 0.571
H -3.77 -0.69 0.32 0.501
H -2.40 -0.57 2.40 0.753
H -1.41 1.59 3.12 0.511
H -1.82 3.64 1.79 0.463
H -3.16 3.52 -0.31 0.535
O 0.19 2.27 0.16 0.132
C 0.94 2.91 -0.65 0.726
C 1.93 3.78 -0.10 -0.655
C 2.77 4.47 -0.92 -0.797
C 2.64 4.33 -2.33 -0.576
C 1.68 3.50 -2.90 -1.081
C 0.81 2.78 -2.09 0.835
C -0.22 1.93 -2.63 0.275
N -1.13 1.24 -1.92 0.578
C -1.91 0.56 -2.81 -0.421
C -1.48 0.85 -4.08 -0.820
N -0.44 1.70 -3.94 -0.033
H 1.99 3.86 0.98 0.558
H 3.52 5.13 -0.52 0.473
H 3.31 4.89 -2.98 0.471
H 1.62 3.45 -3.98 0.439
H -2.70 -0.10 -2.51 0.524
H -1.84 0.51 -5.04 0.463
H 0.09 2.09 -4.71 0.183
N -0.29 -0.48 0.01 0.068
S -0.56 -1.93 0.79 -0.059
C 0.29 -1.81 2.35 0.539
C 1.28 -0.87 2.59 -0.206
C 1.90 -0.88 3.83 -0.837
C 1.53 -1.81 4.79 -0.506
C 0.53 -2.74 4.53 -0.724
C -0.11 -2.74 3.30 -0.342
C 0.36 -3.10 -0.15 0.737
C -0.39 -3.91 -1.01 -0.439
C 0.28 -4.85 -1.78 -0.750
C 1.66 -4.97 -1.68 -0.468
C 2.39 -4.16 -0.81 -0.756
C 1.74 -3.22 -0.03 -0.312
H 0.54 -0.54 -0.57 0.260
H 1.57 -0.16 1.83 0.512
H 2.68 -0.16 4.04 0.461
H 2.02 -1.80 5.76 0.450
H 0.24 -3.45 5.29 0.455
H -0.89 -3.47 3.09 0.470
H -1.47 -3.83 -1.06 0.440
H -0.27 -5.50 -2.44 0.434
H 2.18 -5.71 -2.27 0.438
H 3.46 -4.28 -0.73 0.437
H 2.29 -2.61 0.68 0.423
```

The calculation puts the max |F| at 0.8 eV/A. As for the expectation value of S²: 0.786. For the orbital gap (alpha / beta), the calculation gives 4.4 / 4.5 eV. As for the multiplicity: 2. Its HOMO energy (alpha / beta) is -16.97 / -17.05 eV. As for the total charge: +3.

***

Computed, not measured: an isolated ion of composition C5H12N3 and charge +1 in a non-equilibrium geometry, with wB97M-V/def2-TZVPD.

Geometry as XYZ:
```
20
Properties=species:S:1:pos:R:3:mulliken_charge:R:1
C -1.44 -2.04 -2.44 -0.083
C 1.88 2.61 0.87 -1.339
C 1.15 1.43 1.50 -0.355
C 0.18 0.83 0.49 -0.597
C -0.13 -0.67 0.80 -0.554
N -1.17 -1.01 -0.05 -0.166
N -0.91 -1.73 -1.10 0.167
N -2.51 -2.72 -2.54 -0.164
H 1.17 3.36 0.53 0.339
H 2.54 3.06 1.61 0.370
H 2.49 2.29 0.03 0.374
H 1.88 0.68 1.83 0.366
H 0.59 1.75 2.38 0.327
H -0.75 1.39 0.48 0.345
H 0.61 0.86 -0.51 0.380
H -0.52 -0.73 1.82 0.315
H 0.78 -1.28 0.68 0.425
H 0.07 -2.07 -1.16 0.288
H -3.06 -3.07 -1.75 0.265
H -2.84 -2.96 -3.47 0.296
```

The calculation puts the max |F| at 5.2 eV/A. For the energy relative to the best compared isomer or geometry (same formula, charge and spin), the calculation gives 108.6 kcal/mol. For the orbital gap (alpha / beta), the calculation gives 8.5 / 8.5 eV. Its HOMO energy (alpha / beta) is -14.17 / -14.17 eV. As for the total charge: +1.

***

Computed, not measured: a 5-piece molecular cluster, C12H32BF4N4O4 overall in a non-equilibrium geometry, with wB97M-V/def2-TZVPD.

Geometry as XYZ:
```
57
Properties=species:S:1:pos:R:3:mulliken_charge:R:1
C -3.51 3.45 -2.39 -0.910
C -3.51 4.86 -3.08 0.386
O -2.94 5.05 -4.17 -0.434
N -4.28 5.99 -2.43 -0.183
H -5.08 6.36 -2.92 0.392
H -4.80 5.67 -1.63 0.388
C -3.30 6.95 -1.72 -0.758
H -3.53 3.58 -1.31 0.511
H -2.69 2.80 -2.68 0.197
H -4.50 3.05 -2.58 0.373
H -2.81 6.42 -0.90 0.325
H -3.89 7.75 -1.27 0.379
H -2.65 7.24 -2.54 0.359
C -3.72 2.65 -6.20 -0.514
C -4.56 2.21 -7.37 0.259
O -5.01 3.03 -8.18 -0.455
N -4.76 0.68 -7.58 0.197
H -4.99 0.20 -6.72 0.206
H -5.62 0.80 -8.09 0.441
C -3.66 0.14 -8.48 -0.698
H -3.93 1.95 -5.39 0.098
H -4.15 3.58 -5.83 0.217
H -2.66 2.72 -6.46 0.358
H -2.71 -0.02 -7.97 0.278
H -3.63 0.49 -9.51 0.384
H -4.14 -0.83 -8.59 0.306
C -3.95 -4.49 -5.49 -0.989
C -3.72 -4.06 -6.98 0.470
O -4.25 -3.07 -7.49 -0.422
N -2.54 -4.70 -7.66 -0.143
H -2.29 -5.51 -7.12 0.388
H -2.81 -5.10 -8.55 0.368
C -1.36 -3.66 -7.81 -0.355
H -3.16 -4.04 -4.89 0.146
H -3.80 -5.56 -5.39 0.441
H -4.77 -4.18 -4.84 0.382
H -1.36 -3.17 -6.84 -0.026
H -1.69 -3.07 -8.67 0.303
H -0.39 -4.12 -8.04 0.387
C -0.29 -2.10 -3.80 -0.505
C -0.88 -2.91 -2.72 0.489
O -0.82 -4.12 -2.65 -0.457
N -1.77 -2.19 -1.71 0.026
H -1.98 -1.23 -1.93 0.203
H -2.68 -2.61 -1.62 0.336
C -1.20 -2.39 -0.29 -0.824
H 0.74 -2.13 -3.44 0.377
H -0.74 -1.11 -3.79 0.151
H -0.27 -2.54 -4.80 0.054
H -0.75 -3.38 -0.18 0.352
H -1.99 -2.30 0.46 0.367
H -0.33 -1.73 -0.25 0.388
B -3.82 -0.86 -4.50 0.371
F -3.09 0.18 -3.90 -0.398
F -3.07 -1.49 -5.51 -0.169
F -4.12 -1.84 -3.59 -0.390
F -5.06 -0.34 -4.94 -0.427
```

The calculation puts the max |F| at 5.7 eV/A. For the energy relative to the best compared isomer or geometry (same formula, charge and spin), the calculation gives 56.8 kcal/mol. For the orbital gap, the calculation gives 10.8 eV. Its HOMO energy is -18.55 eV. As for the total charge: +3.

***

Computed, not measured: C35H38F6KN9O5S2Se as an isolated structure in a non-equilibrium geometry, with wB97M-V/def2-TZVPD.

Geometry as XYZ:
```
97
Properties=species:S:1:pos:R:3:mulliken_charge:R:1
K -0.97 -1.28 0.26 2.213
O -5.51 -0.27 0.40 -0.898
C -4.29 -0.30 0.07 -0.678
N -3.24 -0.36 0.85 0.676
C -3.56 -0.45 2.26 -1.768
C -2.36 -0.26 3.16 0.652
C -2.54 -0.07 4.54 -0.990
C -1.44 0.07 5.35 -0.433
C -0.17 0.02 4.80 -0.748
C -0.07 -0.18 3.43 -0.816
N -1.14 -0.31 2.63 0.365
C -3.97 -0.23 -1.42 0.203
C -4.97 0.21 -2.29 -0.667
C -4.69 0.29 -3.64 -0.350
C -3.43 -0.07 -4.10 -1.028
C -2.51 -0.51 -3.16 -0.013
N -2.76 -0.59 -1.86 0.493
H -3.98 -1.44 2.50 0.393
H -4.36 0.25 2.53 0.525
H -3.55 -0.04 4.94 0.514
H -1.57 0.23 6.42 0.370
H 0.72 0.13 5.41 0.446
H 0.89 -0.22 2.93 0.563
H -5.93 0.46 -1.86 0.474
H -5.45 0.63 -4.34 0.375
H -3.17 -0.03 -5.14 0.442
H -1.50 -0.78 -3.48 0.199
C -2.55 3.25 -1.21 -1.195
N -1.28 2.73 -0.76 1.199
C -1.13 2.80 0.68 -0.756
C -0.14 3.23 -1.47 -0.375
C 0.12 4.60 -1.46 0.057
C 1.22 5.16 -2.10 -0.979
C 2.10 4.29 -2.74 -0.765
C 1.86 2.93 -2.76 0.217
C 0.70 2.33 -2.18 -0.943
N 0.51 0.99 -2.14 0.970
C 0.95 0.25 -3.17 -1.410
C 0.95 0.73 -4.52 -0.062
C 1.42 0.01 -5.60 -0.699
C 1.89 -1.29 -5.42 -1.008
C 1.82 -1.82 -4.14 -0.176
C 1.34 -1.12 -3.03 0.145
N 1.25 -1.85 -1.77 1.661
C 2.54 -2.36 -1.32 -1.021
C 0.28 -2.93 -1.87 -1.068
H -2.71 4.32 -0.95 0.320
H -3.36 2.67 -0.77 0.273
H -2.62 3.16 -2.30 0.283
H -1.05 3.85 1.05 0.327
H -0.24 2.26 0.98 -0.043
H -2.00 2.33 1.15 0.218
H -0.58 5.25 -0.94 0.242
H 1.39 6.23 -2.09 0.317
H 3.01 4.68 -3.20 0.317
H 2.58 2.27 -3.22 0.350
H 0.54 1.72 -4.69 0.461
H 1.39 0.45 -6.59 0.341
H 2.29 -1.87 -6.24 0.363
H 2.15 -2.85 -3.99 0.242
H 2.93 -3.16 -1.97 0.342
H 2.43 -2.77 -0.31 -0.031
H 3.26 -1.55 -1.28 0.348
H 0.52 -3.64 -2.67 0.418
H -0.72 -2.52 -2.07 0.198
H 0.23 -3.49 -0.94 0.134
F -1.84 -6.02 0.13 -0.193
C -2.70 -5.71 1.09 0.491
F -3.94 -5.79 0.59 -0.226
F -2.59 -6.62 2.07 -0.245
S -2.41 -4.00 1.74 1.008
O -2.15 -3.24 0.54 -0.877
O -3.57 -3.77 2.54 -0.732
N -1.13 -4.16 2.64 -0.659
S 0.30 -3.92 1.99 1.035
O 0.76 -4.98 1.15 -0.690
O 0.56 -2.56 1.57 -0.298
C 1.27 -4.09 3.54 0.407
F 2.55 -3.80 3.27 -0.220
F 0.85 -3.25 4.49 -0.194
F 1.22 -5.33 4.02 -0.238
C 4.33 -0.25 3.06 -0.927
N 4.37 1.16 2.73 0.267
C 4.99 2.16 3.46 -0.487
C 4.71 3.33 2.84 -0.475
N 3.92 3.03 1.75 0.198
C 3.32 3.99 0.85 -0.832
C 3.70 1.69 1.66 -0.201
Se 2.70 0.80 0.41 -0.267
H 5.25 -0.52 3.58 0.359
H 4.24 -0.82 2.14 0.319
H 3.47 -0.48 3.69 0.235
H 5.57 1.95 4.34 0.434
H 5.00 4.33 3.08 0.401
H 3.88 4.93 0.90 0.306
H 2.27 4.17 1.11 0.326
H 3.33 3.60 -0.16 0.247
```

The calculation puts the max |F| at 3.1 eV/A. For the energy relative to the best compared isomer or geometry (same formula, charge and spin), the calculation gives 41.5 kcal/mol. For the orbital gap, the calculation gives 4.8 eV. Its HOMO energy is -1.04 eV. As for the total charge: -2.

***

Computed, not measured: one molecule with the formula C24H32N2O2, with wB97M-V/def2-TZVPD.

Geometry as XYZ:
```
60
Properties=species:S:1:pos:R:3:mulliken_charge:R:1
C -4.07 -2.34 0.84 -1.976
C -2.92 -1.33 0.80 -0.182
C -3.05 -0.39 -0.42 -0.719
C -2.79 1.06 -0.10 0.857
C -1.80 1.45 0.79 0.045
C -1.60 2.79 1.07 -0.691
C -2.37 3.76 0.45 -0.560
C -3.34 3.38 -0.46 -0.680
C -3.55 2.04 -0.73 -0.500
N -1.64 -2.03 0.81 0.081
C -1.28 -2.96 -0.09 0.282
O -1.99 -3.38 -0.98 -0.669
C 0.14 -3.46 0.13 -0.957
C 1.13 -2.49 -0.55 0.646
C 2.53 -2.53 0.05 -0.951
C 2.57 -2.02 1.50 -1.104
C 1.88 -0.67 1.59 0.340
O 0.72 -0.54 1.95 -0.758
N 2.65 0.37 1.22 0.107
C 2.18 1.74 1.13 1.249
C 2.80 2.59 2.24 -1.803
C 2.50 2.31 -0.25 -1.509
C 1.90 1.47 -1.34 0.223
C 0.55 1.57 -1.64 -0.114
C -0.02 0.76 -2.61 -0.552
C 0.76 -0.15 -3.30 -0.516
C 2.11 -0.25 -3.02 -0.651
C 2.68 0.55 -2.04 -0.198
H -5.02 -1.81 0.93 0.495
H -3.96 -3.00 1.70 0.409
H -4.07 -2.94 -0.06 0.430
H -2.96 -0.74 1.72 0.646
H -2.34 -0.73 -1.18 0.309
H -4.04 -0.49 -0.85 0.379
H -1.18 0.71 1.28 0.212
H -0.85 3.09 1.79 0.449
H -2.21 4.81 0.67 0.408
H -3.94 4.13 -0.96 0.397
H -4.32 1.75 -1.43 0.412
H -0.92 -1.63 1.40 0.210
H 0.34 -3.51 1.20 0.279
H 0.24 -4.45 -0.30 0.448
H 0.75 -1.47 -0.49 -0.704
H 1.19 -2.74 -1.61 0.784
H 3.19 -1.92 -0.57 0.323
H 2.91 -3.56 0.03 0.435
H 2.06 -2.71 2.16 0.417
H 3.61 -1.94 1.83 0.431
H 3.60 0.20 0.94 0.413
H 1.09 1.69 1.27 -0.665
H 2.41 3.60 2.20 0.426
H 2.55 2.16 3.22 0.406
H 3.88 2.62 2.14 0.380
H 3.59 2.37 -0.37 0.461
H 2.10 3.33 -0.31 0.490
H -0.06 2.28 -1.11 0.515
H -1.07 0.86 -2.83 0.459
H 0.31 -0.78 -4.05 0.414
H 2.72 -0.96 -3.56 0.420
H 3.74 0.47 -1.84 0.370
```

The calculation puts the max |F| at 0.8 eV/A. For the energy relative to the best compared isomer or geometry (same formula, charge and spin), the calculation gives 0.0 kcal/mol. For the orbital gap, the calculation gives 9.4 eV. Its HOMO energy is -8.86 eV.

***

Computed, not measured: a 2-piece molecular cluster, C2H3INO2 overall in a non-equilibrium geometry, with wB97M-V/def2-TZVPD.

Geometry as XYZ:
```
9
Properties=species:S:1:pos:R:3:mulliken_charge:R:1
C 0.69 -1.01 0.24 0.444
C -1.09 0.46 0.11 -0.814
N 0.02 -0.20 -0.56 0.511
O 0.95 -1.91 0.88 -0.056
O 0.29 0.00 -1.74 -0.302
I 3.28 0.76 0.27 0.187
H -1.99 -0.14 -0.01 0.349
H -1.26 1.43 -0.37 0.313
H -0.90 0.61 1.18 0.368
```

The calculation puts the max |F| at 2.3 eV/A. For the energy relative to the best compared isomer or geometry (same formula, charge and spin), the calculation gives 55.6 kcal/mol. For the orbital gap (alpha / beta), the calculation gives 7.0 / 6.8 eV. Its HOMO energy (alpha / beta) is -14.71 / -14.36 eV. As for the total charge: +1.

***

Computed, not measured: one molecule with the formula C3H7ClS2 in a non-equilibrium geometry, with wB97M-V/def2-TZVPD.

Geometry as XYZ:
```
13
Properties=species:S:1:pos:R:3:mulliken_charge:R:1
S -2.53 -0.57 -0.54 -0.183
C -0.73 -0.76 -0.75 -0.577
C 0.06 0.23 0.15 -0.507
S 0.02 1.90 -0.73 -0.113
C 1.49 -0.20 0.57 -0.666
Cl 2.47 -0.58 -0.85 -0.187
H -2.29 -0.13 0.70 0.095
H -0.44 -0.62 -1.78 0.415
H -0.52 -1.79 -0.55 0.393
H -0.50 0.43 1.05 0.439
H -0.49 2.49 0.39 0.149
H 1.46 -1.01 1.25 0.377
H 2.01 0.60 1.09 0.367
```

The calculation puts the max |F| at 1.6 eV/A. For the energy relative to the best compared isomer or geometry (same formula, charge and spin), the calculation gives 3.3 kcal/mol. For the orbital gap, the calculation gives 9.7 eV. Its HOMO energy is -9.11 eV.

***

Computed, not measured: a 3-piece molecular cluster, C56H59F6NO9PS2 overall in a non-equilibrium geometry, with wB97M-V/def2-TZVPD.

Geometry as XYZ:
```
134
Properties=species:S:1:pos:R:3:mulliken_charge:R:1
C -1.52 -1.32 3.09 -1.144
C -1.77 -1.34 1.77 -0.202
C -2.31 -0.22 1.00 -0.271
P -1.21 0.69 -0.30 0.843
S 0.68 -0.46 0.24 -0.257
C -0.51 2.01 0.92 -2.201
O -0.53 1.55 2.29 -0.267
C -0.12 2.42 3.20 0.953
F -0.64 3.66 3.07 -0.278
F -0.46 1.98 4.43 -0.253
F 1.22 2.58 3.21 -0.297
C -0.16 1.50 -1.72 1.618
C -0.15 2.86 -1.92 -0.558
C 0.59 3.43 -2.94 -0.522
N 1.36 2.74 -3.78 -0.775
C 1.33 1.42 -3.57 -0.503
C 0.61 0.78 -2.60 -0.797
O -1.77 -0.40 -1.51 -0.489
C -2.93 0.03 -2.18 -0.435
C -2.68 -0.11 -3.67 -0.243
C -2.78 -1.58 -4.08 -1.438
C -4.19 -2.06 -4.28 -0.358
S -5.04 -1.24 -5.66 -0.281
C -3.40 1.43 -1.65 1.801
C -3.39 2.49 -2.71 -1.565
C -4.15 3.79 -2.46 -1.867
C -3.90 4.55 -1.14 -0.360
C -5.14 4.77 -0.28 -1.543
C -4.94 4.59 1.22 0.690
C -6.29 4.64 1.94 -1.413
C -6.81 3.37 2.59 -0.433
C -5.85 2.73 3.57 -0.805
O -5.55 1.37 3.29 -0.102
C -6.36 0.46 3.87 0.685
C -6.60 -0.74 3.03 -0.797
O -6.82 0.58 4.99 -0.635
C -4.79 1.21 -1.05 -0.440
C -5.89 1.13 -2.10 -0.788
C -7.02 0.26 -1.68 0.624
F -6.84 -1.04 -1.94 -0.284
F -8.16 0.60 -2.36 -0.348
F -7.34 0.40 -0.38 -0.196
O -2.52 1.75 -0.61 0.207
H -2.14 -0.80 3.79 0.299
H -0.65 -1.84 3.45 0.248
H -1.62 -2.26 1.25 0.450
H -2.77 0.50 1.66 0.434
H -3.11 -0.61 0.39 0.031
H 0.53 -1.61 -0.41 0.190
H -1.02 2.95 0.80 0.708
H 0.52 2.14 0.64 0.765
H -0.73 3.50 -1.29 0.138
H 0.54 4.50 -3.08 0.397
H 1.94 0.82 -4.23 0.467
H 0.64 -0.28 -2.54 0.341
H -3.65 -0.75 -1.95 0.473
H -1.70 0.21 -3.95 -0.120
H -3.40 0.41 -4.28 0.405
H -2.29 -2.18 -3.33 0.353
H -2.25 -1.69 -5.02 0.566
H -4.77 -1.87 -3.39 0.059
H -4.22 -3.13 -4.43 0.532
H -6.15 -0.87 -5.04 0.091
H -2.38 2.75 -2.98 0.727
H -3.83 2.06 -3.59 0.297
H -3.85 4.44 -3.26 0.695
H -5.21 3.68 -2.58 0.496
H -3.60 5.55 -1.43 0.818
H -3.08 4.15 -0.56 -0.179
H -5.91 4.07 -0.56 0.492
H -5.54 5.75 -0.47 0.464
H -4.33 5.42 1.55 0.488
H -4.42 3.67 1.40 -0.242
H -6.29 5.39 2.72 0.326
H -7.04 4.96 1.23 0.470
H -7.16 2.64 1.87 0.256
H -7.68 3.65 3.16 0.457
H -4.91 3.25 3.54 0.502
H -6.21 2.84 4.58 0.387
H -6.27 -1.60 3.58 0.345
H -6.04 -0.71 2.12 0.046
H -7.66 -0.84 2.83 0.302
H -4.97 1.99 -0.33 -0.277
H -4.80 0.30 -0.48 0.634
H -6.36 2.07 -2.29 0.138
H -5.51 0.76 -3.03 0.277
C 3.76 -0.65 4.69 -0.595
C 4.67 -0.80 5.73 -0.560
C 5.42 -1.96 5.84 -0.619
C 5.26 -2.98 4.91 0.440
C 4.33 -2.84 3.88 0.209
C 3.59 -1.67 3.77 -1.189
C 4.11 -3.93 2.90 0.448
O 3.31 -3.81 1.99 -0.766
C 4.90 -5.18 3.05 0.427
C 4.68 -6.23 2.17 -0.400
C 5.42 -7.40 2.28 -0.586
C 6.39 -7.51 3.27 -0.454
C 6.61 -6.47 4.15 -0.640
C 5.87 -5.30 4.05 0.206
C 6.10 -4.20 5.03 0.463
O 6.95 -4.31 5.89 -0.690
H 3.18 0.26 4.60 0.526
H 4.79 -0.01 6.46 0.395
H 6.13 -2.07 6.64 0.477
H 2.88 -1.55 2.96 1.130
H 3.93 -6.13 1.40 0.509
H 5.24 -8.21 1.59 0.404
H 6.97 -8.42 3.35 0.413
H 7.36 -6.55 4.92 0.482
C 8.88 1.33 -5.05 -0.433
C 7.58 1.83 -5.09 -0.560
C 6.60 1.28 -4.29 -0.570
C 6.91 0.21 -3.45 0.124
C 8.20 -0.31 -3.43 0.305
C 9.19 0.26 -4.22 -0.637
C 8.54 -1.48 -2.57 0.582
O 9.68 -1.92 -2.55 -0.697
C 7.46 -2.09 -1.75 0.405
C 7.74 -3.21 -0.99 -0.845
C 6.75 -3.79 -0.21 -0.482
C 5.47 -3.24 -0.19 -0.126
C 5.18 -2.12 -0.95 -1.410
C 6.17 -1.55 -1.74 0.287
C 5.83 -0.36 -2.58 0.430
O 4.73 0.13 -2.57 -0.662
H 9.65 1.77 -5.67 0.384
H 7.34 2.66 -5.74 0.413
H 5.59 1.67 -4.30 0.624
H 10.19 -0.14 -4.19 0.464
H 8.74 -3.63 -1.01 0.465
H 6.97 -4.67 0.38 0.436
H 4.69 -3.68 0.42 0.469
H 4.19 -1.69 -0.94 0.982
```

The calculation puts the max |F| at 1.9 eV/A. For the orbital gap, the calculation gives 5.3 eV. Its HOMO energy is -4.80 eV. As for the total charge: -1.